The following is a quantum chemistry calculation of C24H30N4O2OsS2 as an isolated structure, from the Open Molecules 2025 dataset.

Summary:
ΔE to the lowest compared entry with this formula, charge and spin: 2.204 eV
E_tot: -2188.826926 Eh
Charge: +1
E_LUMO (spin up / spin down): -2.76 / -3.45 eV
F_max: 2.6 eV/Å
Orbital gap (spin up / spin down): 7.1 / 6.4 eV
⟨S²⟩: 0.758
Spin multiplicity: 2

Positions of all 63 atoms, in Å:
Os1 -0.455 0.274 -0.560
C1 2.470 0.756 -1.995
N1 1.958 0.116 -0.769
C2 2.235 -1.319 -0.738
C3 1.436 -2.094 -1.776
N2 -0.014 -1.836 -1.735
C4 -0.565 -1.546 -3.081
C5 -0.823 -2.902 -1.165
C6 -0.557 -4.238 -1.436
C7 -1.393 -5.244 -0.985
C8 -2.531 -4.924 -0.262
C9 -2.820 -3.598 -0.002
C10 -1.975 -2.582 -0.451
S1 -2.472 -0.932 -0.136
C11 2.471 0.844 0.377
C12 3.648 0.490 1.020
C13 4.175 1.285 2.027
C14 3.524 2.447 2.410
C15 2.327 2.788 1.804
C16 1.796 1.994 0.791
S2 0.271 2.472 0.063
H1 3.533 0.525 -2.123
H2 2.356 1.834 -1.916
H3 1.920 0.409 -2.868
H4 1.982 -1.681 0.258
H5 3.295 -1.521 -0.941
H6 1.660 -3.142 -1.585
H7 1.805 -1.861 -2.775
H8 -0.546 -2.438 -3.716
H9 0.003 -0.749 -3.558
H10 -1.595 -1.208 -2.982
H11 0.295 -4.508 -2.047
H12 -1.160 -6.272 -1.225
H13 -3.194 -5.702 0.090
H14 -3.714 -3.322 0.540
H15 4.173 -0.411 0.735
H16 5.107 1.002 2.497
H17 3.942 3.083 3.178
H18 1.779 3.671 2.104
C17 -3.538 2.429 -1.246
N3 -2.578 3.131 -2.080
C18 -2.752 4.565 -2.200
C19 -1.551 2.504 -2.625
O1 -1.285 1.299 -2.482
H19 -4.548 2.674 -1.573
H20 -3.418 2.724 -0.201
H21 -3.382 1.357 -1.337
H22 -3.670 4.801 -2.740
H23 -1.907 5.005 -2.725
H24 -2.810 5.008 -1.205
H25 -0.924 3.141 -3.263
O2 0.326 -0.806 1.458
N4 0.065 -0.341 2.653
C20 0.669 -0.912 3.713
C21 0.447 -0.451 4.991
C22 -0.409 0.619 5.203
C23 -1.029 1.188 4.101
C24 -0.785 0.686 2.842
H26 1.320 -1.741 3.486
H27 0.945 -0.939 5.816
H28 -0.584 1.004 6.197
H29 -1.708 2.022 4.202
H30 -1.244 1.075 1.946

***

The following is a quantum chemistry calculation of one molecule with the formula C24H30N4O5S, from the Open Molecules 2025 dataset.

Summary:
ΔE to the lowest compared entry with this formula, charge and spin: 5.374 eV
E_tot: -1925.873268 Eh
E_LUMO: -0.11 eV
F_max: 1.3 eV/Å
Orbital gap: 8.1 eV

Positions of all 64 atoms, in Å:
C1 8.401 -1.842 0.493
C2 8.180 -0.740 -0.546
C3 9.252 0.346 -0.423
C4 6.802 -0.143 -0.412
C5 6.407 0.489 0.764
C6 5.143 1.040 0.880
C7 4.269 0.959 -0.186
S1 2.630 1.654 -0.066
O1 2.478 2.282 1.219
O2 2.347 2.437 -1.233
N1 1.708 0.246 -0.195
C8 0.381 0.434 -0.740
C9 -0.601 0.956 0.320
N2 -0.591 0.062 1.456
C10 -1.531 -0.879 1.732
O3 -1.305 -1.828 2.463
C11 -2.888 -0.672 1.150
C12 -3.582 -1.775 0.637
C13 -4.848 -1.647 0.129
C14 -5.529 -0.407 0.121
N3 -6.688 -0.268 -0.554
C15 -7.272 0.989 -0.973
C16 -8.157 0.616 -2.158
C17 -8.631 -0.780 -1.771
C18 -7.370 -1.392 -1.170
C19 -4.876 0.656 0.795
N4 -5.535 1.856 1.182
O4 -4.877 2.881 1.235
O5 -6.712 1.784 1.502
C20 -3.564 0.527 1.251
C21 0.726 -0.071 2.046
C22 1.724 -0.574 0.999
C23 4.636 0.340 -1.364
C24 5.902 -0.209 -1.472
H1 8.373 -1.437 1.501
H2 9.370 -2.311 0.340
H3 7.630 -2.604 0.407
H4 8.263 -1.189 -1.541
H5 9.235 0.798 0.565
H6 10.238 -0.082 -0.588
H7 9.085 1.128 -1.161
H8 7.089 0.555 1.597
H9 4.821 1.539 1.780
H10 0.474 1.149 -1.558
H11 0.035 -0.530 -1.129
H12 -1.600 1.026 -0.108
H13 -0.272 1.947 0.648
H14 -3.092 -2.736 0.637
H15 -5.331 -2.518 -0.280
H16 -6.490 1.707 -1.238
H17 -7.872 1.423 -0.162
H18 -8.973 1.321 -2.297
H19 -7.569 0.575 -3.076
H20 -9.006 -1.355 -2.615
H21 -9.413 -0.711 -1.015
H22 -7.595 -2.161 -0.426
H23 -6.746 -1.833 -1.958
H24 -3.119 1.378 1.744
H25 0.654 -0.777 2.875
H26 1.048 0.910 2.407
H27 2.738 -0.556 1.399
H28 1.473 -1.599 0.707
H29 3.930 0.305 -2.177
H30 6.197 -0.693 -2.391

***

The following is a quantum chemistry calculation of one molecule with the formula C24H30N6O3, from the Open Molecules 2025 dataset.

Summary:
ΔE to the lowest compared entry with this formula, charge and spin: 2.743 eV
E_tot: -1486.824909 Eh
E_LUMO: 0.64 eV
F_max: 1.1 eV/Å
Orbital gap: 8.3 eV

Positions of all 63 atoms, in Å:
O1 -2.634 -0.119 -0.490
C1 -2.954 -1.295 -0.528
N1 -4.140 -1.787 -0.896
C2 -5.286 -1.001 -1.280
C3 -6.354 -0.989 -0.182
C4 -5.921 -0.146 1.025
N2 -5.969 1.259 0.731
C5 -7.087 2.046 0.756
C6 -6.685 3.286 0.353
N3 -5.355 3.274 0.078
C7 -4.955 2.055 0.310
C8 -1.976 -2.413 -0.143
O2 -2.309 -3.588 -0.173
N4 -0.796 -1.925 0.232
C9 0.376 -2.701 0.532
C10 1.546 -2.198 -0.335
C11 2.838 -2.846 0.062
C12 3.926 -3.192 -0.685
C13 4.889 -3.696 0.223
C14 4.317 -3.615 1.453
O3 3.079 -3.099 1.368
N5 1.575 -0.736 -0.282
C15 2.138 -0.173 0.933
C16 1.816 1.327 0.981
N6 2.383 1.999 -0.168
C17 3.680 2.494 -0.108
C18 4.088 3.232 1.011
C19 5.348 3.788 1.082
C20 6.246 3.640 0.037
C21 5.853 2.930 -1.082
C22 4.595 2.362 -1.158
C23 1.875 1.397 -1.378
C24 2.177 -0.106 -1.442
H1 -4.223 -2.796 -0.840
H2 -4.934 0.016 -1.473
H3 -5.706 -1.414 -2.202
H4 -7.280 -0.580 -0.590
H5 -6.545 -2.013 0.146
H6 -4.899 -0.407 1.312
H7 -6.584 -0.350 1.872
H8 -8.042 1.668 1.060
H9 -7.264 4.181 0.245
H10 -3.950 1.703 0.188
H11 -0.653 -0.925 0.126
H12 0.161 -3.750 0.318
H13 0.627 -2.604 1.593
H14 1.339 -2.463 -1.378
H15 4.027 -3.106 -1.748
H16 5.866 -4.064 -0.013
H17 4.670 -3.881 2.429
H18 3.235 -0.297 0.973
H19 1.703 -0.670 1.800
H20 0.730 1.466 0.956
H21 2.203 1.749 1.905
H22 3.401 3.394 1.827
H23 5.629 4.352 1.960
H24 7.231 4.076 0.094
H25 6.537 2.805 -1.910
H26 4.338 1.806 -2.046
H27 0.786 1.525 -1.369
H28 2.270 1.913 -2.251
H29 3.268 -0.271 -1.474
H30 1.732 -0.530 -2.346

***

The following is a quantum chemistry calculation of C24H30NO5PbSe as an isolated structure, from the Open Molecules 2025 dataset.

Summary:
E_tot: -3957.744772 Eh
Charge: -1
E_LUMO: 1.89 eV
F_max: 2.8 eV/Å
Orbital gap: 5.5 eV

Positions of all 62 atoms, in Å:
C1 0.047 -0.242 -3.417
C2 0.590 0.289 -2.076
C3 -0.532 -1.653 -3.146
C4 0.173 -2.097 -1.846
H1 -0.241 -2.284 -3.993
H2 -1.631 -1.609 -3.080
C5 1.124 -0.966 -1.390
H3 -0.253 0.730 -1.526
H4 1.345 1.067 -2.232
C6 1.088 -0.950 0.125
H5 2.145 -1.157 -1.754
H6 0.764 -3.002 -2.057
C7 -0.717 -2.368 -0.576
C8 -0.877 0.709 -4.148
C9 1.144 -0.293 -4.483
O1 1.418 -1.267 -5.161
O2 -1.414 1.687 -3.648
O3 -0.985 0.410 -5.457
O4 1.739 0.908 -4.613
C10 2.592 1.062 -5.752
H7 2.958 2.080 -5.659
H8 2.010 0.932 -6.671
H9 3.415 0.340 -5.720
C11 -1.783 1.331 -6.201
H10 -2.800 1.399 -5.792
H11 -1.803 0.926 -7.214
H12 -1.323 2.329 -6.180
O5 -0.087 -1.653 0.575
H13 1.069 0.061 0.552
H14 1.961 -1.479 0.530
C12 -0.736 -3.873 -0.313
C13 -2.153 -1.849 -0.657
H15 -2.721 -2.386 -1.427
H16 -2.179 -0.771 -0.861
H17 -2.650 -2.024 0.307
H18 -1.204 -4.095 0.653
H19 0.282 -4.285 -0.330
H20 -1.320 -4.368 -1.105
Pb1 -0.523 -0.566 3.551
C14 2.009 -0.138 5.466
C15 2.345 -0.755 4.222
C16 2.417 0.278 3.237
H21 2.656 -1.789 4.100
C17 2.088 1.506 3.859
C18 1.853 1.254 5.240
H22 1.647 1.999 6.004
H23 1.932 -0.624 6.433
H24 2.739 0.155 2.202
H25 2.102 2.485 3.385
C19 -2.750 1.726 3.988
C20 -1.945 2.494 4.867
C21 -0.837 3.001 4.136
H26 -2.160 2.714 5.916
C22 -0.946 2.540 2.801
C23 -2.144 1.772 2.696
H27 -2.585 1.391 1.769
H28 -3.689 1.238 4.241
H29 -0.053 3.644 4.541
H30 -0.281 2.804 1.982
Se1 -0.607 1.286 8.336
C24 -0.790 0.326 6.878
N1 -0.935 -0.330 5.893